# 1
Molecular formula: C4H8S3
Method: DFT, ωB97M-V/def2-TZVPD

XYZ file:
```
15
Properties=species:S:1:pos:R:3
C 0.21982 1.48484 0.66275
C -0.15475 -0.01284 0.45291
C 0.95615 -0.93245 0.04995
S 1.96030 -0.59835 -1.38759
C -1.37545 -0.14457 -0.49427
S -1.88065 1.20591 -1.37314
S -2.30854 -1.61632 -0.49634
H 1.00702 1.66968 1.36947
H -0.62792 2.02987 0.98643
H 0.61964 1.96087 -0.26465
H -0.44085 -0.25498 1.48356
H 0.53221 -1.90924 -0.17987
H 1.59102 -1.04595 0.87049
H 1.31221 0.61860 -1.66268
H -1.41020 -2.45506 -0.01701
```

Summary:
Structure (SMILES): C[C@H](CS)C(=S)S
Energy relative to the best compared isomer or geometry (same formula, charge and spin), kJ/mol: 82.7
Kohn-Sham gap, eV: 8.3
HOMO, eV: -8.8
DFT total energy, eV: -36782.39326



# 2
Molecular formula: C4H8S3
Method: DFT, ωB97M-V/def2-TZVPD

XYZ file:
```
15
Properties=species:S:1:pos:R:3
C 0.23366 1.88363 -1.03584
C 0.88860 0.21058 1.10756
C -0.52003 -0.05119 0.62842
C -0.67206 -1.04488 -0.50489
S -1.04009 1.74132 0.09857
S 1.82316 -1.25041 1.29438
S -1.64393 -0.50656 2.04877
H 0.17557 2.80288 -1.52044
H 0.56582 0.85457 -1.45166
H 0.95949 1.01407 1.93131
H -0.82082 -0.51446 -1.58235
H -1.54482 -1.58408 -0.28791
H 0.28883 -1.48401 -0.64523
H 3.04236 -0.58869 1.70221
H -2.77481 -0.50264 1.28978
```

Summary:
Energy relative to the best compared isomer or geometry (same formula, charge and spin), kJ/mol: 414.0
Kohn-Sham gap (alpha / beta), eV: 6.9 / 8.0
HOMO (alpha / beta), eV: -7.3 / -7.8
DFT total energy, eV: -36778.95930



# 3
Molecular formula: C4H8Se
Method: DFT, ωB97M-V/def2-TZVPD

XYZ file:
```
13
Properties=species:S:1:pos:R:3
C -1.01632 -0.45305 -0.56497
C -0.49438 -1.07863 0.73808
C -0.24801 0.39380 0.53367
C 1.12607 0.95173 0.46087
Se 2.52692 -0.13021 -0.21008
H -0.55191 -0.53236 -1.45866
H -2.13613 -0.50103 -0.70410
H -1.27224 -1.29762 1.48411
H 0.32550 -1.63824 0.68183
H -0.97721 1.00884 1.13504
H 1.25171 1.79500 1.22410
H 1.27897 2.13919 -1.06890
H 1.69381 -0.86539 -1.25260
```

Summary:
Energy relative to the best compared isomer or geometry (same formula, charge and spin), kJ/mol: 282.9
Kohn-Sham gap (alpha / beta), eV: 7.1 / 8.3
Multiplicity: 3
HOMO (alpha / beta), eV: -6.5 / -9.6
DFT total energy, eV: -69616.96089



# 4
Molecular formula: C4H8Si
Method: DFT, ωB97M-V/def2-TZVPD

XYZ file:
```
13
Properties=species:S:1:pos:R:3
C 3.29342 -0.10170 -0.58628
C 2.41000 0.05614 0.23181
C 1.20556 -0.13406 0.99775
Si -0.34392 0.78034 0.04716
C -1.76144 -0.50473 -0.47720
H 4.13613 -0.27179 -1.11581
H 1.22242 -1.31496 1.08165
H 1.20218 0.17487 2.00930
H -1.11474 1.86807 0.79699
H 0.35865 1.60100 -0.99327
H -2.61294 0.16120 -0.74272
H -1.27280 -0.97985 -1.32781
H -2.33998 -1.20654 0.19519
```

Summary:
Structure (SMILES): C#CC[SiH2]C
Energy relative to the best compared isomer or geometry (same formula, charge and spin), kJ/mol: 187.8
Kohn-Sham gap, eV: 10.4
HOMO, eV: -9.4
DFT total energy, eV: -12152.19044



# 5
Molecular formula: C4H9BO3
Method: DFT, ωB97M-V/def2-TZVPD

XYZ file:
```
17
Properties=species:S:1:pos:R:3
O 2.04588 -1.97338 -0.58484
B 1.33490 -0.78804 -0.77741
O 1.57161 -0.07040 -1.91962
C 0.07410 -0.44191 0.08338
C -1.09384 0.39183 -0.42223
C -1.74610 0.97731 0.83321
O -0.73971 0.93105 1.89277
C 0.47832 0.26366 1.37509
H 2.49817 -2.27904 -1.34713
H 1.02397 0.58396 -2.36352
H -0.20227 -1.45393 0.27533
H -0.74178 1.27858 -0.93578
H -1.79990 -0.12672 -1.10077
H -2.07207 2.02390 0.57386
H -2.59283 0.29867 1.01254
H 1.29885 0.98819 1.32445
H 0.66271 -0.60373 2.08066
```

Summary:
Structure (SMILES): OB(O)[C@@H]1CCOC1
Energy relative to the best compared isomer or geometry (same formula, charge and spin), kJ/mol: 123.1
Kohn-Sham gap, eV: 10.1
HOMO, eV: -9.7
DFT total energy, eV: -11114.48377



# 6
Molecular formula: C4H9BO3
Method: DFT, ωB97M-V/def2-TZVPD

XYZ file:
```
17
Properties=species:S:1:pos:R:3
C -2.46742 0.85013 0.22456
C -1.19053 0.00931 -0.03162
C -1.45520 -1.47307 -0.20270
C 0.05687 0.54088 0.11729
O 1.18089 -0.50606 0.23389
B 2.43563 0.05899 0.11576
O 2.74390 1.31738 -0.26019
O 3.45865 -0.85761 0.14065
H -3.03392 0.32532 1.05762
H -2.15281 1.81679 0.54485
H -3.15150 0.94830 -0.63136
H -0.67544 -2.07736 0.38290
H -2.49847 -1.50699 0.31690
H -1.44468 -1.79840 -1.28818
H 0.33465 1.53411 -0.04433
H 3.50206 1.45346 -0.86121
H 4.35733 -0.63517 0.18516
```

Summary:
Structure (SMILES): CC(C)=COB(O)O
Energy relative to the best compared isomer or geometry (same formula, charge and spin), kJ/mol: 80.1
Kohn-Sham gap, eV: 9.1
HOMO, eV: -8.7
DFT total energy, eV: -11114.92950



# 7
Molecular formula: C4H9Br2N2
Method: DFT, ωB97M-V/def2-TZVPD

XYZ file:
```
17
Properties=species:S:1:pos:R:3
C -0.91870 1.31399 -1.48560
N -0.20315 0.57419 -0.38109
C 0.51788 -0.84585 -0.79310
Br -0.86783 -2.07994 -1.64188
C 0.85263 -1.32976 0.57569
N -0.18004 -0.77891 1.41282
C -0.72525 0.48021 0.82168
Br -2.79064 -0.12320 0.93606
H -1.15171 2.38378 -1.03650
H -0.26302 1.55735 -2.44097
H -1.89510 0.83272 -1.55369
H 1.29261 -0.62300 -1.45743
H 0.96448 -2.39461 0.69701
H 1.82802 -0.86021 0.96879
H -1.00643 -1.37159 1.52633
H 0.15996 -0.66367 2.46767
H -0.46681 1.22823 1.63894
```

Summary:
Structure (SMILES): CN1[C@H](Br)C[NH2+][C@@H]1Br
Energy relative to the best compared isomer or geometry (same formula, charge and spin), kJ/mol: 152.5
Kohn-Sham gap, eV: 9.8
HOMO, eV: -13.8
Charge: +1
DFT total energy, eV: -147350.38812



# 8
Molecular formula: C4H9BrCl
Method: DFT, ωB97M-V/def2-TZVPD

XYZ file:
```
15
Properties=species:S:1:pos:R:3
Cl 3.99835 -2.10602 2.65026
H -0.93144 -0.75664 0.90643
C -1.01034 -0.26013 -0.08076
C -2.20273 0.68589 -0.15640
C 0.30605 0.50891 -0.26224
C 1.53713 -0.41606 -0.22418
Br 3.20207 0.42125 -0.65997
H -1.10315 -1.02009 -0.87158
H -3.12534 0.10810 -0.07832
H -2.18372 1.44926 0.63903
H -2.21021 1.22648 -1.11547
H 0.26363 1.03566 -1.23115
H 0.38713 1.20620 0.58695
H 1.67124 -0.81345 0.79165
H 1.40132 -1.26934 -0.89426
```

Summary:
Energy relative to the best compared isomer or geometry (same formula, charge and spin), kJ/mol: 0.0
Kohn-Sham gap (alpha / beta), eV: 11.1 / 6.1
Multiplicity: 2
HOMO (alpha / beta), eV: -10.1 / -10.1
DFT total energy, eV: -86857.31611